The following is a quantum chemistry calculation of a structure of composition C20H21BrN3O6PPt in a non-equilibrium geometry, from the Open Molecules 2025 dataset.

Each line ends with the natural charge from an NBO analysis.
CARTESIAN COORDINATES (ANGSTROEM)
Pt  -0.23796  0.40575  0.61019  0.538
Br  0.09283  -1.96533  -0.16496  0.241
C  -1.71179  -2.10231  -0.80013  -0.029
C  -2.03558  -3.03274  -1.73257  -0.250
C  -3.39643  -3.15508  -2.09180  -0.198
C  -4.34668  -2.39498  -1.47421  -0.180
C  -3.99617  -1.43918  -0.48761  -0.070
C  -4.96097  -0.68415  0.22150  -0.195
C  -4.55906  0.17268  1.20347  -0.207
C  -3.18679  0.39835  1.45807  -0.270
C  -2.19569  -0.23846  0.75163  -0.272
C  -2.63214  -1.23683  -0.17506  -0.040
H  -1.28423  -3.66555  -2.18331  0.230
H  -3.67717  -3.88058  -2.84308  0.220
H  -5.39360  -2.52562  -1.71900  0.214
H  -6.01011  -0.81597  -0.01224  0.210
H  -5.29659  0.72484  1.77337  0.210
H  -2.93348  1.11554  2.23133  0.193
C  1.53697  0.51929  3.67647  -0.274
O  2.02218  1.47411  2.72815  -0.827
P  1.93832  1.10322  1.16173  1.835
O  2.56178  2.42556  0.53997  -0.822
C  1.88301  3.24546  -0.42268  -0.239
O  3.16484  0.07951  1.10963  -0.826
C  3.53937  -0.50784  -0.14973  -0.251
H  1.40744  1.04691  4.61930  0.191
H  2.26560  -0.28010  3.80994  0.198
H  0.58580  0.08955  3.34752  0.197
H  2.41798  3.18055  -1.36623  0.210
H  1.89130  4.26859  -0.04921  0.178
H  0.86007  2.90873  -0.58284  0.195
H  4.43184  -1.09633  0.04459  0.191
H  3.74753  0.26597  -0.88579  0.208
H  2.74270  -1.14156  -0.53496  0.189
O  -0.68119  0.48880  -2.16542  -0.600
N  0.48236  0.68476  -2.61126  0.718
O  0.66445  0.90435  -3.80247  -0.468
O  1.44785  0.64986  -1.80663  -0.600
N  -1.64844  3.90230  2.35465  -0.527
C  -0.82176  2.84225  2.26674  0.252
N  -0.89817  2.26465  1.09155  -0.473
C  -1.85123  2.97002  0.35847  0.054
C  -2.32534  2.77205  -0.93501  -0.147
C  -3.28212  3.65820  -1.38258  -0.223
C  -3.75940  4.70787  -0.57957  -0.190
C  -3.29191  4.90685  0.70376  -0.262
C  -2.32654  4.01212  1.15055  0.159
H  -1.74119  4.50068  3.15626  0.430
H  -0.15648  2.54188  3.05647  0.236
H  -1.95483  1.95329  -1.54434  0.277
H  -3.67682  3.54065  -2.38246  0.226
H  -4.50852  5.37856  -0.97818  0.220
H  -3.65976  5.71051  1.32708  0.221

Force components x, y, z for each atom (eV/Å):
0.1 -0.5 1.2
0.0 0.6 0.1
-0.1 0.0 -0.1
0.1 0.0 0.1
-0.1 0.0 0.0
0.0 0.0 0.0
0.0 0.0 0.1
0.0 0.0 0.0
0.0 0.0 0.0
0.1 -0.1 0.1
-0.2 0.4 -0.8
0.2 -0.1 0.1
0.0 0.0 0.0
0.0 0.0 0.0
0.0 0.0 0.0
0.0 0.0 0.0
0.0 0.0 0.0
0.0 0.1 -0.1
0.1 -0.1 0.0
-0.2 0.1 0.0
0.1 -0.1 -0.5
-0.1 0.0 0.1
0.0 0.0 -0.1
-0.2 -0.1 0.0
0.1 0.0 0.0
0.0 0.0 0.0
0.0 0.0 0.0
0.0 0.0 0.0
0.0 0.0 0.0
0.0 0.0 0.0
0.1 0.0 0.0
0.0 0.0 0.0
0.0 0.0 0.0
0.0 0.0 0.0
0.0 0.0 0.0
0.0 0.0 -0.1
0.0 0.0 0.0
0.1 0.0 -0.2
0.0 0.0 0.0
0.1 0.1 -0.1
-0.2 -0.3 0.4
0.0 0.1 -0.1
-0.1 -0.1 -0.1
0.0 0.0 0.0
0.0 0.0 0.0
-0.1 0.0 -0.1
0.0 0.0 0.0
0.0 0.0 0.0
0.0 0.0 0.0
0.0 0.1 0.0
0.0 0.0 0.0
0.0 0.0 0.0
0.0 0.0 0.0

## Properties
- energy above the lowest of the compared OMol25 structures with the same formula, charge and spin (kcal/mol) = 24.7
- total energy (eV) = -120412.55353
- Kohn-Sham gap (eV) = 7.844
- highest occupied orbital energy (Eh) = -0.288

***

The following is a quantum chemistry calculation of a cluster of 9 separate species, C22H36Cl6O25S4 in total in a non-equilibrium geometry, from the Open Molecules 2025 dataset.

Each line ends with the Mulliken charge.
CARTESIAN COORDINATES (ANGSTROEM)
C  0.99207  0.38788  0.10732  1.030
Cl  1.59861  0.64764  -1.51483  -0.065
Cl  0.62788  1.88396  1.08155  -0.005
Cl  2.19563  -0.54370  1.02765  -0.296
H  0.09942  -0.23258  0.02795  -0.712
C  -0.34752  4.05907  -2.07277  0.969
Cl  -0.56134  3.97428  -3.86371  -0.120
Cl  -1.83559  4.69743  -1.24126  -0.125
Cl  0.97364  5.11851  -1.64934  -0.132
H  -0.05414  3.07941  -1.69556  -0.652
C  -6.00602  0.12723  1.99863  -1.657
C  -4.68877  -0.29113  1.29309  0.382
C  -4.21696  0.75122  0.28360  -0.295
O  -2.83235  0.59985  0.38814  0.202
C  -2.51152  -0.01155  1.56719  0.227
O  -1.37874  -0.24404  1.90923  -0.327
O  -3.65818  -0.40757  2.16552  -0.360
H  -6.01010  1.09238  2.50515  0.384
H  -6.25271  -0.60359  2.76880  0.393
H  -6.84999  0.18228  1.31103  0.390
H  -4.81993  -1.35083  1.07413  0.280
H  -4.52037  1.76375  0.54977  0.256
H  -4.59627  0.50198  -0.70741  0.257
C  5.86955  0.79602  0.32813  -1.164
C  6.18654  -0.04718  -0.83991  0.255
C  5.57254  -1.39728  -0.94292  -0.070
O  5.17936  -1.37368  -2.33295  -0.285
C  5.35183  -0.21775  -2.88906  0.713
O  5.22655  -0.00025  -4.07930  -0.628
O  5.79050  0.59123  -2.01062  -0.341
H  4.78689  0.89732  0.25277  0.195
H  6.52297  1.66353  0.23560  0.372
H  6.09916  0.25223  1.24448  0.349
H  7.25375  -0.19700  -1.00334  0.280
H  4.72038  -1.48887  -0.26948  0.060
H  6.36203  -2.13840  -0.81819  0.286
C  -0.72724  0.88880  5.12341  -1.199
C  0.00246  -0.47125  5.22054  0.615
C  1.44012  -0.45663  4.87764  0.052
O  1.92537  -1.36150  5.77621  -0.353
C  1.03776  -1.52115  6.83695  0.595
O  1.27059  -2.16352  7.86800  -0.602
O  0.01362  -0.73054  6.65981  -0.366
H  -0.17903  1.78646  5.40938  0.238
H  -1.57320  0.74694  5.79596  0.401
H  -1.06499  1.08277  4.10537  0.210
H  -0.65256  -1.13363  4.65459  0.177
H  1.92904  0.49971  5.06333  0.260
H  1.69339  -0.73540  3.85478  -0.069
C  -0.48333  -4.95618  0.08544  -0.388
C  -0.61277  -5.35397  -1.40285  -0.361
O  -0.86509  -4.14286  -2.05018  -0.214
S  -1.78872  -3.14919  -1.08878  1.018
O  -3.21736  -3.48980  -1.09290  -0.624
O  -1.40284  -1.75718  -1.27763  -0.281
O  -0.98472  -3.72400  0.21161  -0.337
H  0.56878  -5.01200  0.36478  0.251
H  -0.92689  -5.61573  0.83134  0.321
H  -1.46421  -6.02312  -1.52687  0.266
H  0.28536  -5.80161  -1.82836  0.322
C  -1.06156  0.59885  -3.93212  0.363
C  -1.89406  0.11809  -5.16378  -0.425
O  -2.95203  1.05905  -5.18422  -0.408
S  -3.41307  1.46723  -3.62459  1.019
O  -4.60530  0.75458  -3.26268  -0.580
O  -3.40888  2.93935  -3.53852  -0.539
O  -2.04870  0.84584  -2.94379  0.240
H  -0.39219  1.39958  -4.24659  -0.022
H  -0.31170  -0.11128  -3.58349  -0.337
H  -2.20222  -0.90972  -4.97212  0.336
H  -1.31878  0.14283  -6.08927  0.366
C  -1.75801  5.62223  2.89969  -0.393
C  -1.10187  4.23518  2.53028  -0.088
O  -0.56191  3.82468  3.76403  -0.119
S  -0.64389  4.94000  5.04528  1.032
O  0.68868  5.24373  5.61233  -0.531
O  -1.74632  4.67475  5.97442  -0.525
O  -1.17393  6.16053  4.01405  -0.373
H  -2.81298  5.60569  3.17331  0.327
H  -1.72089  6.25115  2.01022  0.352
H  -0.37597  4.30143  1.71985  0.293
H  -1.87844  3.54794  2.19452  0.035
C  2.29900  -1.87364  -4.31304  -0.009
C  2.58801  -3.09956  -3.44418  0.078
O  2.23248  -4.19158  -4.30597  -0.390
S  1.16281  -3.76500  -5.47760  1.127
O  -0.15291  -4.28749  -5.17615  -0.506
O  1.76989  -4.07582  -6.79111  -0.581
O  1.24608  -2.10781  -5.17378  -0.337
H  3.12896  -1.67447  -4.99096  0.395
H  2.30155  -0.94958  -3.73492  0.023
H  2.01967  -3.31400  -2.53914  0.000
H  3.60617  -3.29998  -3.11062  0.199

Force components x, y, z for each atom (eV/Å):
-0.2 0.0 1.0
0.0 0.6 -0.1
0.3 -0.8 -1.2
-0.1 -0.1 -0.1
0.0 0.4 0.2
-0.5 0.4 -0.2
0.2 0.3 1.1
0.7 -0.7 -0.5
0.4 0.2 -0.1
-0.6 0.0 -0.1
0.2 -0.2 0.3
-3.9 0.4 0.1
-1.1 -1.3 -0.2
1.7 0.2 0.3
0.3 -0.5 -0.9
-1.4 0.3 0.1
3.6 0.8 2.5
0.6 0.2 -0.1
0.0 -0.1 -0.1
0.2 -0.3 -0.3
-0.5 0.2 -1.7
0.0 0.0 0.1
0.4 0.2 -0.1
0.1 -0.6 0.1
2.1 -0.4 0.1
-0.2 0.1 -0.6
-1.2 -4.0 0.8
0.2 0.0 -3.8
-0.5 -0.1 1.4
0.3 4.1 0.6
0.0 0.9 0.4
-0.7 0.4 0.4
0.1 0.1 0.1
0.4 0.2 0.5
-0.1 -0.5 -0.3
-0.6 -0.4 0.1
-0.1 -0.5 -0.3
-2.3 3.6 -0.1
0.1 0.9 -1.1
1.0 -2.9 2.4
2.7 -1.4 3.3
-0.5 1.5 -3.4
-0.8 -0.6 -1.4
0.4 -0.4 0.3
-0.2 0.4 -0.2
-0.2 -0.2 0.0
0.4 -0.8 0.4
-0.2 0.4 0.0
-0.3 -0.2 0.0
1.8 -3.3 0.1
-0.7 -1.0 0.8
-1.4 2.2 -0.6
0.2 -0.2 -0.2
3.2 0.3 0.1
-0.5 -2.5 0.2
-2.1 4.0 0.3
0.3 0.7 0.0
-0.6 -0.3 -0.5
0.0 -0.1 -0.2
-0.1 0.2 0.1
0.8 -1.1 -1.9
1.4 -0.2 1.4
-1.1 0.4 1.3
0.9 2.3 -1.7
1.4 0.2 0.1
-0.1 -3.5 0.0
-1.2 0.9 0.1
-0.8 0.9 0.4
-0.8 -0.6 0.4
-0.5 0.0 -0.1
-0.3 0.3 0.0
-1.6 -0.8 -2.0
-1.5 1.6 0.7
0.9 0.1 2.3
0.0 1.1 0.1
-3.4 -1.0 -2.0
2.2 -0.1 -2.1
2.8 -0.4 2.3
-0.3 -0.9 -0.5
0.5 0.5 0.3
0.4 0.2 0.4
0.0 -0.1 0.2
3.2 0.8 0.6
-0.4 -1.0 0.1
-1.0 -0.2 -1.7
1.1 -0.7 -1.6
1.7 1.1 -0.2
-1.5 1.0 3.3
-2.3 -2.3 -0.3
0.7 -0.4 0.3
-1.1 0.0 0.0
-0.6 1.0 0.1
0.2 0.7 -0.7

## Properties
- total energy (eV) = -193053.88167
- Kohn-Sham gap (eV) = 10.437
- highest occupied orbital energy (Eh) = -0.390

***

The following is a quantum chemistry calculation of a structure of composition C8H26CaN8O6 in a non-equilibrium geometry, from the Open Molecules 2025 dataset.

Each line ends with the natural charge from an NBO analysis.
CARTESIAN COORDINATES (ANGSTROEM)
Ca  -0.14383  0.17933  0.44888  1.818
C  0.18169  -2.34085  4.06987  -0.645
C  0.98813  -1.15442  3.53786  -0.027
O  1.03864  -1.03938  2.15663  -1.043
H  -0.86077  -2.01199  4.02247  0.201
H  0.54296  -2.63312  5.05681  0.194
H  0.15143  -3.22734  3.43000  0.183
H  1.98542  -1.11297  4.00616  0.110
H  0.45855  -0.25790  3.90822  0.117
C  -1.30876  1.17846  -3.36856  -0.627
C  -2.04623  1.79745  -2.19752  -0.037
O  -1.50534  1.51547  -0.94427  -1.053
H  -1.90513  1.33668  -4.27370  0.195
H  -1.32513  0.09561  -3.20230  0.188
H  -0.27064  1.45661  -3.55506  0.176
H  -3.11673  1.56421  -2.23280  0.132
H  -1.95232  2.88286  -2.38533  0.111
C  -0.94947  -2.88788  -0.04462  0.803
O  -1.21020  -1.69787  0.06732  -0.741
N  -1.41626  -3.70746  -1.03540  -0.856
N  -0.00919  -3.46906  0.74952  -0.859
H  -1.16323  -4.66587  -1.16213  0.392
H  -1.94620  -3.29131  -1.78236  0.395
H  0.20389  -4.43967  0.66874  0.383
H  0.32616  -2.78432  1.44399  0.467
C  2.18506  2.26806  0.02637  0.794
O  1.33518  1.93459  0.84631  -0.703
N  1.88766  2.42733  -1.30820  -0.850
N  3.50611  2.42842  0.28214  -0.831
H  2.65630  2.58450  -1.92757  0.373
H  0.96554  2.14122  -1.61361  0.438
H  4.08084  2.23789  -0.51581  0.373
H  3.90302  2.28144  1.19165  0.417
C  1.50331  -0.99025  -2.48742  0.800
O  1.09312  -0.67915  -1.36177  -0.730
N  2.66577  -0.55304  -3.04269  -0.831
N  0.68592  -1.67658  -3.31102  -0.820
H  3.26129  0.03555  -2.49756  0.417
H  2.74382  -0.77908  -4.01494  0.394
H  -0.11572  -2.23289  -3.08609  0.416
H  1.05027  -2.02571  -4.18816  0.370
C  -2.07051  2.00456  2.31262  0.791
O  -1.59022  0.87932  2.08722  -0.763
N  -2.63552  2.75177  1.36158  -0.830
N  -2.08463  2.45381  3.58458  -0.839
H  -2.55364  2.39917  0.40369  0.466
H  -2.99918  3.65421  1.59706  0.379
H  -1.86893  1.81831  4.33230  0.406
H  -2.35228  3.35132  3.94690  0.385

Force components x, y, z for each atom (eV/Å):
0.0 0.3 0.7
-0.4 0.1 -0.5
-0.2 0.9 -0.9
-0.4 -0.7 -0.6
-0.1 -0.2 0.7
-0.5 0.0 0.2
0.7 0.0 0.0
0.2 -0.3 -0.1
0.1 0.1 0.5
-1.0 -1.5 -0.2
1.3 1.2 1.0
0.2 -0.3 -0.3
0.2 0.2 -0.2
0.2 0.0 -0.1
0.0 0.4 0.3
-0.1 -0.3 -0.3
-0.4 0.3 0.1
2.1 -1.2 0.3
-1.4 -0.9 -0.7
-1.0 0.6 -0.9
-1.2 1.2 -0.2
0.2 -0.1 0.3
-0.2 0.0 0.3
0.3 -0.1 0.3
0.8 -0.2 0.3
-0.9 -0.9 -0.6
0.6 0.8 0.0
0.0 0.0 0.9
0.5 0.4 -0.1
-0.3 0.1 -0.5
0.0 0.1 -0.1
0.5 0.2 0.2
-0.3 -0.2 0.1
-1.7 1.0 1.7
1.3 -0.2 -0.7
-0.9 -0.9 0.1
0.4 -1.3 -2.3
0.2 0.1 -0.2
0.9 0.5 -0.1
-0.1 0.5 1.2
0.2 0.3 0.1
0.0 -1.0 -0.2
-0.3 0.5 0.2
-0.1 0.2 0.1
0.0 0.5 1.7
0.5 0.0 -0.3
-0.1 0.1 -0.2
0.3 -0.4 -0.4
-0.2 0.2 -0.7

## Properties
- energy above the lowest of the compared OMol25 structures with the same formula, charge and spin (kcal/mol) = 0.0
- total energy (eV) = -51368.71702
- Kohn-Sham gap (eV) = 6.574
- highest occupied orbital energy (Eh) = -0.238